Formula: C31H25AuN4O3PS2
Source: the OMol25 dataset
Level of theory: the ωB97M-V functional and the def2-TZVPD basis

Results
**Energy**: -79301.831 eV
**Orbital gap**: 0.264 Ha
**Charge**: +1
**Relative energy (zero: lowest compared OMol25 entry of this formula, charge and spin)**: 0.0 kcal per mole

Each line ends with the natural charge from an NBO analysis.
Positions of all 67 atoms, in Å:
1 Au 0.1047 -0.0668 -0.1749  1.115
2 N 3.0656 0.0356 2.7484  -0.781
3 C 2.3912 -0.2517 1.6224  0.295
4 S 1.8223 1.1546 0.6880  -0.093
5 N 2.2336 -1.4713 1.2455  -0.391
6 N 1.6123 -1.5710 0.0099  -0.356
7 C 1.9572 -2.5598 -0.7376  0.306
8 C 2.8784 -3.6098 -0.2411  -0.036
9 C 4.1991 -3.3124 0.0760  -0.187
10 C 5.0465 -4.3195 0.5080  -0.207
11 C 4.5727 -5.6174 0.6445  -0.188
12 C 3.2530 -5.9129 0.3363  -0.202
13 C 2.4065 -4.9134 -0.1188  -0.221
14 C 1.5049 -2.6130 -2.1537  0.111
15 C 1.9198 -3.6505 -2.9744  -0.204
16 C 1.5511 -3.6259 -4.3139  -0.154
17 C 0.8085 -2.5606 -4.7740  -0.222
18 C 0.4682 -1.5450 -3.8841  0.072
19 N 0.8056 -1.5657 -2.6026  -0.448
20 H 3.0850 0.9700 3.1124  0.413
21 H 3.5471 -0.6990 3.2387  0.422
22 H 4.5618 -2.2976 -0.0245  0.219
23 H 6.0777 -4.0913 0.7422  0.225
24 H 5.2351 -6.4002 0.9892  0.226
25 H 2.8825 -6.9233 0.4447  0.227
26 H 1.3777 -5.1413 -0.3698  0.226
27 H 2.5212 -4.4534 -2.5755  0.242
28 H 1.8522 -4.4240 -4.9788  0.233
29 H 0.4985 -2.4906 -5.8071  0.235
30 H -0.0883 -0.6846 -4.2285  0.218
31 O -3.2943 -1.3844 -2.4037  -0.911
32 S -2.5546 -0.4518 -1.6181  2.402
33 O -1.6840 -1.1051 -0.5647  -1.008
34 O -1.7621 0.5551 -2.3148  -0.991
35 C -3.6607 0.4886 -0.6247  -0.236
36 C -5.0299 0.3295 -0.7018  -0.189
37 C -5.8483 1.1212 0.0912  -0.165
38 C -5.2909 2.0475 0.9602  -0.192
39 C -3.9131 2.1866 1.0507  -0.176
40 C -3.0814 1.4132 0.2431  -0.418
41 P -1.2902 1.6857 0.3859  1.229
42 C -1.0786 1.9030 2.1683  -0.440
43 C -0.3976 2.9775 2.7304  -0.183
44 C -0.2382 3.0446 4.1073  -0.209
45 C -0.7361 2.0348 4.9179  -0.174
46 C -1.4004 0.9517 4.3554  -0.218
47 C -1.5766 0.8855 2.9842  -0.131
48 C -0.8411 3.1865 -0.4909  -0.436
49 C -0.0239 3.1173 -1.6158  -0.182
50 C 0.2952 4.2769 -2.3057  -0.136
51 C -0.2076 5.4974 -1.8830  -0.183
52 C -1.0394 5.5665 -0.7721  -0.201
53 C -1.3619 4.4146 -0.0771  -0.184
54 H -5.4355 -0.4063 -1.3830  0.257
55 H -6.9224 1.0096 0.0336  0.235
56 H -5.9277 2.6603 1.5835  0.233
57 H -3.4987 2.8874 1.7635  0.226
58 H 0.0137 3.7558 2.1016  0.233
59 H 0.2772 3.8888 4.5458  0.230
60 H -0.6085 2.0908 5.9907  0.230
61 H -1.7866 0.1618 4.9854  0.232
62 H -2.1049 0.0442 2.5480  0.222
63 H 0.3394 2.1611 -1.9689  0.233
64 H 0.9293 4.2223 -3.1800  0.221
65 H 0.0417 6.4000 -2.4247  0.230
66 H -1.4385 6.5185 -0.4495  0.231
67 H -2.0144 4.4751 0.7845  0.222

***

Formula: C31H25BrI2N3O4SSeTi
Source: the OMol25 dataset
Level of theory: the ωB97M-V functional and the def2-TZVPD basis

Results
**Energy**: -230755.589 eV
**Orbital gap (alpha / beta)**: 0.222 / 0.246 Ha
**Spin multiplicity**: 2
**Relative energy (zero: lowest compared OMol25 entry of this formula, charge and spin)**: 53.3 kcal per mole

Each line ends with the natural charge from an NBO analysis.
Positions of all 69 atoms, in Å:
1 Ti -0.4205 0.7382 -0.2752  1.375
2 Br -1.1636 1.1027 2.4333  0.165
3 C -2.0813 -0.6103 2.4141  -0.035
4 C -2.6065 -1.0394 3.5975  -0.260
5 C -3.3246 -2.2490 3.6398  -0.217
6 C -3.5421 -2.9494 2.4883  -0.174
7 C -3.0133 -2.5038 1.2538  -0.078
8 C -3.2799 -3.2034 0.0550  -0.218
9 C -2.7223 -2.7959 -1.1243  -0.194
10 C -1.8561 -1.6857 -1.1522  -0.214
11 C -1.5731 -0.9359 -0.0254  -0.402
12 C -2.2033 -1.3289 1.1945  -0.031
13 H -2.4814 -0.4465 4.4932  0.228
14 H -3.7221 -2.5955 4.5843  0.218
15 H -4.1311 -3.8591 2.4955  0.210
16 H -3.9383 -4.0637 0.0911  0.208
17 H -2.9330 -3.3353 -2.0398  0.212
18 H -1.3822 -1.4335 -2.0962  0.222
19 I 1.8464 2.0969 -4.3723  0.180
20 C 2.4678 1.7071 -2.4181  -0.171
21 C 3.7207 2.1359 -1.9750  -0.254
22 C 4.1661 1.8103 -0.7186  -0.120
23 I 6.0438 2.5341 -0.1063  0.143
24 C 3.3856 1.0326 0.1611  -0.142
25 C 3.7772 0.5327 1.4217  -0.121
26 C 2.8986 -0.2557 2.1310  -0.249
27 C 1.6090 -0.4723 1.6661  0.086
28 N 1.1722 0.0471 0.5162  -0.516
29 C 2.0851 0.7030 -0.2798  0.185
30 C 1.6128 1.0042 -1.5889  0.254
31 O 0.3772 0.6145 -1.9007  -0.699
32 H 4.3453 2.7224 -2.6336  0.241
33 H 4.7646 0.7422 1.8069  0.233
34 H 3.2014 -0.7040 3.0670  0.228
35 H 0.9001 -1.0830 2.2082  0.218
36 C -0.0405 -4.6967 0.7654  -0.417
37 N 1.1812 -5.1643 0.1489  -0.371
38 C 1.7409 -6.4162 0.3130  -0.071
39 C 2.9091 -6.4232 -0.3584  -0.079
40 N 3.0626 -5.1755 -0.9283  -0.368
41 C 4.2061 -4.7157 -1.6829  -0.404
42 C 1.9967 -4.3966 -0.6188  0.248
43 Se 1.7080 -2.6664 -1.1518  -0.317
44 H -0.8126 -5.4609 0.6957  0.210
45 H -0.3649 -3.7974 0.2458  0.263
46 H 0.1270 -4.4493 1.8156  0.205
47 H 1.2608 -7.1935 0.8795  0.228
48 H 3.6414 -7.2014 -0.4767  0.228
49 H 4.8130 -5.5695 -1.9744  0.207
50 H 4.8037 -4.0337 -1.0769  0.217
51 H 3.8624 -4.1748 -2.5623  0.241
52 C -2.0077 3.6609 -6.6624  -0.631
53 C -1.8140 3.4975 -5.1811  0.012
54 C -1.1914 4.4933 -4.4330  -0.235
55 C -1.0284 4.3588 -3.0659  -0.104
56 C -1.4647 3.2029 -2.4394  -0.374
57 C -2.0750 2.1903 -3.1672  -0.159
58 C -2.2526 2.3473 -4.5309  -0.206
59 S -1.3812 3.0544 -0.6714  2.395
60 O 0.0204 2.7880 -0.2452  -0.945
61 O -1.9691 4.2160 -0.0900  -0.908
62 O -2.0903 1.7685 -0.3661  -0.934
63 H -2.0880 4.7129 -6.9327  0.219
64 H -2.9039 3.1424 -7.0005  0.220
65 H -1.1553 3.2419 -7.2023  0.224
66 H -0.8374 5.3873 -4.9316  0.215
67 H -0.5662 5.1426 -2.4789  0.225
68 H -2.4177 1.2981 -2.6633  0.241
69 H -2.7550 1.5723 -5.0966  0.215

***

Formula: C31H25CeN2O4PS2
Source: the OMol25 dataset
Level of theory: the ωB97M-V functional and the def2-TZVPD basis

Results
**Energy**: -87614.864 eV
**Orbital gap (alpha / beta)**: 0.205 / 0.205 Ha
**Charge**: -1
**Spin multiplicity**: 2
**Relative energy (zero: lowest compared OMol25 entry of this formula, charge and spin)**: 42.4 kcal per mole

Each line ends with the Löwdin charge.
Positions of all 66 atoms, in Å:
1 Ce 0.9035 -0.8186 -0.0439  0.706
2 C 3.4176 6.0061 -3.6101  -0.055
3 C 3.3812 4.8427 -2.6651  -0.276
4 C 2.1916 4.4541 -2.0573  -0.021
5 C 2.1376 3.3172 -1.2721  -0.028
6 C 3.2884 2.5757 -1.0811  -0.256
7 C 4.4921 2.9650 -1.6412  -0.060
8 C 4.5361 4.1010 -2.4292  -0.043
9 S 3.1377 0.9699 -0.3238  0.610
10 O 4.4395 0.4883 0.0707  -0.267
11 O 2.1182 1.0636 0.7134  -0.365
12 N 2.4527 0.0917 -1.4571  -0.251
13 C 3.0136 -0.8725 -2.2057  -0.391
14 C 4.2633 -0.7802 -2.8484  -0.001
15 C 4.6294 -1.7746 -3.7218  -0.076
16 C 3.7685 -2.8506 -3.9338  -0.086
17 C 2.5918 -2.9012 -3.2113  -0.131
18 N 2.2148 -1.9557 -2.3583  0.095
19 H 2.5631 6.6623 -3.4643  0.074
20 H 3.3855 5.6325 -4.6350  0.085
21 H 4.3345 6.5769 -3.4818  0.075
22 H 1.2938 5.0348 -2.2148  0.116
23 H 1.2156 2.9798 -0.8185  0.113
24 H 5.3715 2.3682 -1.4473  0.108
25 H 5.4669 4.4066 -2.8825  0.109
26 H 4.8866 0.0769 -2.6479  0.101
27 H 5.5681 -1.7162 -4.2573  0.103
28 H 4.0236 -3.6353 -4.6298  0.091
29 H 1.9066 -3.7351 -3.3146  0.112
30 O 0.4506 -2.9148 0.7927  -0.107
31 C 0.5031 -2.2997 1.8993  -0.711
32 O 1.4102 -1.4613 2.1253  -0.069
33 C -0.5696 -2.5244 2.9320  -0.146
34 C -0.4173 -3.4165 3.9793  -0.034
35 C -1.4391 -3.5634 4.9062  -0.105
36 C -2.5798 -2.7838 4.8045  -0.103
37 C -2.7116 -1.8658 3.7747  -0.092
38 C -1.7247 -1.7400 2.8007  -0.220
39 P -1.6128 -0.6577 1.1672  0.767
40 C -2.8066 -1.8025 0.3515  -0.348
41 C -4.1165 -1.9463 0.8045  -0.098
42 C -4.9890 -2.8195 0.1778  -0.099
43 C -4.5669 -3.5677 -0.9072  -0.114
44 C -3.2618 -3.4375 -1.3625  -0.089
45 C -2.3907 -2.5621 -0.7404  -0.116
46 C -2.6258 0.7265 1.7714  -0.386
47 C -3.7006 1.2277 1.0457  -0.129
48 C -4.3577 2.3621 1.4810  -0.093
49 C -3.9351 3.0181 2.6277  -0.113
50 C -2.8480 2.5364 3.3404  -0.102
51 C -2.1987 1.3906 2.9186  -0.093
52 H 0.4924 -3.9925 4.0721  0.112
53 H -1.3467 -4.2812 5.7098  0.090
54 H -3.3798 -2.9002 5.5255  0.091
55 H -3.5983 -1.2444 3.7238  0.096
56 H -4.4570 -1.3684 1.6501  0.091
57 H -6.0040 -2.9190 0.5433  0.093
58 H -5.2467 -4.2579 -1.3911  0.089
59 H -2.9278 -4.0215 -2.2119  0.096
60 H -1.3614 -2.4295 -1.1104  0.072
61 H -3.9714 0.7398 0.1203  0.089
62 H -5.1834 2.7589 0.9048  0.095
63 H -4.4383 3.9173 2.9555  0.089
64 H -2.4886 3.0727 4.2096  0.093
65 H -1.3383 1.0030 3.4546  0.113
66 S -1.2555 0.4510 -0.9764  0.099